Record 1
79
Properties=species:S:1:pos:R:3:lowdin_charge:R:1 method="wB97M-V/def2-TZVPD" charge=-1 orbital_gap_ev="7.440 / 7.440" e_homo_ev="-5.05 / -5.05" total_energy_ha=-3648.2947 multiplicity=4 e_above_lowest_kcal_mol=0.0
Er -0.552 -0.274 -0.354 1.282
N 2.230 -3.015 -0.723 0.142
C 2.621 -1.677 -0.604 -0.478
N 3.876 -1.306 -0.760 0.040
N 3.914 -0.014 -0.305 -0.066
N 2.752 0.331 0.074 -0.115
N 1.878 -0.698 -0.106 -0.067
C 0.921 -3.424 -0.825 -0.501
N 0.684 -4.739 -1.059 0.029
N -0.649 -4.786 -1.154 -0.103
N -1.191 -3.629 -0.993 -0.104
N -0.182 -2.704 -0.761 -0.050
H 2.915 -3.729 -0.960 0.140
C 1.021 2.118 1.870 -0.161
N 0.220 1.901 0.578 -0.026
C -0.161 2.947 -0.062 -0.104
C -1.044 2.797 -1.189 -0.347
C -1.658 3.760 -1.999 -0.067
C -2.440 3.047 -2.952 -0.112
C -2.247 1.696 -2.673 -0.193
N -1.434 1.540 -1.592 -0.102
C 1.578 3.475 2.189 -0.231
C 2.857 3.810 1.720 -0.017
C 3.410 5.008 2.153 -0.098
C 2.744 5.840 3.027 -0.115
C 1.479 5.498 3.460 -0.106
C 0.907 4.314 3.071 -0.050
H 1.854 1.428 1.768 0.064
H 0.405 1.769 2.673 0.093
H 0.152 3.977 0.196 0.138
H -1.593 4.825 -1.898 0.080
H -3.025 3.428 -3.777 0.074
H -2.700 0.804 -3.103 0.085
H 3.367 3.131 1.026 0.120
H 4.428 5.279 1.830 0.106
H 3.216 6.742 3.449 0.105
H 0.960 6.206 4.100 0.100
H -0.071 4.030 3.386 0.108
C 1.179 -0.995 3.211 -0.156
Si -0.519 -1.800 2.692 0.278
C -0.046 -3.555 2.308 -0.172
C -1.715 -1.807 4.134 -0.166
O -1.192 -0.990 1.448 -0.503
H 1.832 -1.666 3.808 0.035
H 1.089 -0.030 3.683 -0.003
H 1.795 -0.845 2.316 -0.003
H 0.050 -4.162 3.222 0.034
H 0.970 -3.534 1.858 0.036
H -0.766 -4.091 1.661 0.015
H -1.184 -2.349 4.924 0.028
H -2.616 -2.363 3.891 -0.001
H -1.930 -0.809 4.467 0.017
N -1.947 -1.902 -3.378 0.101
C -0.809 -1.263 -3.739 -0.687
N -0.021 -0.643 -2.911 0.026
C 1.074 -0.099 -3.590 -0.296
C 2.048 0.660 -3.002 -0.032
C 3.126 1.078 -3.768 -0.064
C 3.205 0.716 -5.120 -0.106
C 2.191 0.019 -5.726 -0.110
C 1.101 -0.377 -4.964 -0.458
S -0.346 -1.244 -5.436 1.069
H -2.095 -2.220 -2.424 0.026
H -2.390 -2.511 -4.046 0.093
H 2.069 0.947 -1.955 0.079
H 3.950 1.650 -3.311 0.112
H 4.077 0.985 -5.712 0.097
H 2.307 -0.219 -6.760 0.095
C -3.660 -3.619 1.275 -0.046
N -4.050 -2.259 1.025 -0.169
C -5.080 -1.590 1.826 -0.023
C -3.481 -1.578 0.045 -0.266
N -3.002 -0.994 -0.829 0.140
H -3.293 -3.730 2.295 0.075
H -2.847 -3.874 0.584 0.063
H -4.478 -4.316 1.102 0.089
H -5.150 -2.119 2.774 0.085
H -6.030 -1.674 1.355 0.071
H -4.855 -0.535 2.047 0.105

***

Record 2
59
Properties=species:S:1:pos:R:3:lowdin_charge:R:1 method="wB97M-V/def2-TZVPD" charge=-1 orbital_gap_ev=6.704 e_homo_ev=-4.21 total_energy_ha=-2869.6932 e_above_lowest_kcal_mol=59.6
Pd 0.829 0.515 0.585 0.544
N -0.866 4.796 -1.339 0.109
N 0.121 4.079 -0.714 -0.282
N 0.795 4.528 0.335 0.126
C 1.581 3.513 0.623 -0.214
N 1.402 2.477 -0.221 -0.071
N 0.486 2.849 -1.085 0.075
H -0.464 5.539 -1.913 0.095
H -1.396 4.150 -1.919 0.096
H 2.303 3.514 1.415 0.099
C 3.112 1.145 3.457 -0.219
Si 1.284 0.758 2.906 0.599
C 0.156 2.135 3.708 -0.214
C 0.875 -0.882 3.870 -0.217
H 3.207 0.960 4.524 0.013
H 3.406 2.173 3.268 0.000
H 3.815 0.503 2.937 0.003
H 0.182 2.054 4.791 0.012
H -0.875 2.014 3.387 0.006
H 0.465 3.141 3.439 -0.001
H 1.161 -0.794 4.916 0.012
H 1.406 -1.726 3.439 0.018
H -0.184 -1.112 3.822 0.007
O 2.830 -0.363 0.165 -0.274
N 3.850 0.427 0.081 -0.027
C 4.671 0.305 -0.955 -0.345
C 4.525 -0.640 -1.987 -0.211
N 4.356 -1.428 -2.812 0.151
C 5.798 1.128 -1.063 -0.230
N 6.749 1.763 -1.208 0.123
Cl -0.224 -0.367 -1.725 0.834
C -0.065 -2.072 -1.459 -0.524
C 1.218 -2.532 -1.214 -0.107
C 1.471 -3.877 -1.029 -0.077
C 0.428 -4.782 -1.102 -0.123
C -0.846 -4.308 -1.321 -0.578
Cl -2.145 -5.467 -1.372 0.685
C -1.162 -2.948 -1.497 -0.277
N -2.477 -2.622 -1.696 0.059
C -3.100 -1.375 -1.917 -0.245
C -3.523 -1.074 -3.207 -0.033
C -4.224 0.088 -3.468 -0.100
C -4.487 0.966 -2.429 -0.096
C -4.095 0.657 -1.140 -0.033
C -3.424 -0.527 -0.852 -0.182
C -3.064 -0.871 0.554 -0.046
C -1.653 -0.303 0.874 -0.756
O -0.760 -1.133 1.127 -0.085
O -1.511 0.933 0.836 -0.088
H 2.032 -1.823 -1.160 0.059
H 2.476 -4.215 -0.839 0.104
H 0.592 -5.844 -0.980 0.098
H -3.041 -3.421 -1.961 0.078
H -3.296 -1.768 -4.004 0.113
H -4.554 0.310 -4.474 0.095
H -5.020 1.885 -2.626 0.094
H -4.320 1.331 -0.326 0.115
H -3.039 -1.951 0.704 0.117
H -3.766 -0.411 1.251 0.119

***

Record 3
62
Properties=species:S:1:pos:R:3:lowdin_charge:R:1 method="wB97M-V/def2-TZVPD" charge=-1 orbital_gap_ev=6.771 e_homo_ev=-4.19 total_energy_ha=-2332.4378 e_above_lowest_kcal_mol=4.4
Sr 9.874 10.289 13.928 1.254
C 5.501 11.057 11.974 -0.081
C 6.744 10.331 12.082 -0.145
N 7.308 10.599 13.263 -0.039
N 6.426 11.473 13.982 -0.030
C 5.343 11.751 13.168 -0.085
B 6.687 11.930 15.438 -0.488
N 7.124 10.693 16.203 -0.010
C 6.590 10.199 17.301 -0.135
C 7.506 9.441 18.028 -0.075
C 8.753 9.642 17.338 -0.132
N 8.495 10.165 16.123 -0.048
N 7.850 13.133 15.397 -0.031
C 7.777 14.424 15.666 -0.170
C 8.987 15.081 15.457 -0.077
C 9.840 14.017 14.926 -0.149
N 9.190 12.831 15.010 -0.022
H 4.799 11.004 11.171 0.070
H 7.089 9.535 11.436 0.104
H 4.665 12.548 13.510 0.119
H 5.703 12.527 15.807 0.107
H 5.563 10.369 17.562 0.116
H 7.330 8.980 19.018 0.088
H 9.798 9.344 17.569 0.119
H 6.855 14.830 16.095 0.113
H 9.258 16.140 15.489 0.077
H 10.931 13.988 14.807 0.102
C 10.971 6.695 11.226 -0.072
C 11.493 7.578 12.282 -0.289
N 11.058 8.840 12.144 -0.127
N 10.916 9.276 10.811 -0.110
C 10.965 10.595 10.628 -1.169
S 11.253 11.801 11.838 0.423
S 10.800 11.015 8.967 0.866
C 12.453 11.574 8.747 -0.469
C 12.513 13.080 8.506 -0.301
C 11.650 13.972 9.107 -0.094
C 11.922 15.341 9.066 -0.081
C 13.087 15.806 8.432 -0.129
C 13.879 14.933 7.713 -0.120
C 13.537 13.570 7.674 -0.056
C 12.450 7.164 13.246 -0.120
C 13.407 6.181 12.976 -0.068
C 14.289 5.737 13.945 -0.150
C 14.337 6.345 15.204 -0.109
C 13.380 7.314 15.520 -0.042
C 12.452 7.857 14.576 -0.380
O 11.767 8.885 14.904 -0.228
H 10.181 7.262 10.750 0.051
H 10.594 5.697 11.575 0.099
H 11.677 6.524 10.377 0.092
H 12.933 11.031 7.891 0.084
H 13.010 11.334 9.685 0.086
H 10.730 13.580 9.578 0.071
H 11.267 16.115 9.494 0.102
H 13.359 16.889 8.412 0.103
H 14.773 15.352 7.256 0.091
H 14.186 12.843 7.097 0.119
H 13.494 5.708 11.963 0.119
H 14.922 4.900 13.736 0.074
H 15.159 6.168 15.883 0.087
H 13.429 7.918 16.413 0.093

***

Record 4
10
Properties=species:S:1:pos:R:3:lowdin_charge:R:1 method="wB97M-V/def2-TZVPD" charge=0 orbital_gap_ev=9.409 e_homo_ev=-9.23 total_energy_ha=-301.3464 e_above_lowest_kcal_mol=88.3
O -0.995 1.375 -0.102 -0.048
C -0.840 -0.740 0.555 0.006
C -0.035 0.556 0.580 -0.376
C 1.140 0.253 -0.334 -0.088
N 1.009 -0.873 -0.916 0.085
N -0.217 -1.391 -0.394 -0.041
H -1.826 1.234 0.382 0.087
H 0.252 1.001 1.539 0.134
H 2.045 0.832 -0.486 0.116
H -0.534 -2.248 -0.824 0.125

***

Record 5
56
Properties=species:S:1:pos:R:3:lowdin_charge:R:1 method="wB97M-V/def2-TZVPD" charge=0 orbital_gap_ev="3.805 / 6.682" e_homo_ev="-3.46 / -7.73" total_energy_ha=-1975.5613 multiplicity=4 e_above_lowest_kcal_mol=0.0
Re 0.010 -0.279 -0.287 0.754
Si 0.310 -2.306 -1.543 0.365
P 0.532 0.902 -2.199 0.618
N -1.727 -0.018 -0.341 -0.256
H 0.839 0.979 0.562 -0.027
C 0.860 2.686 -2.022 -0.263
H 1.040 3.132 -3.011 0.047
H 1.744 2.833 -1.390 0.044
H -0.002 3.178 -1.555 0.046
C 1.996 0.384 -3.164 -0.242
H 2.091 1.049 -4.032 0.050
H 1.888 -0.650 -3.510 0.030
H 2.897 0.464 -2.542 0.047
C -0.813 0.895 -3.443 -0.254
H -0.489 1.458 -4.328 0.046
H -1.706 1.373 -3.020 0.046
H -1.061 -0.132 -3.734 0.028
C 1.983 -3.170 -1.614 -0.324
H 2.354 -3.373 -0.602 0.020
H 2.725 -2.584 -2.168 0.005
H 1.832 -4.129 -2.131 0.015
H -0.566 -3.337 -0.911 -0.076
H -0.084 -2.238 -2.982 -0.078
C -3.067 -0.112 -0.523 -0.380
C -5.328 0.716 -0.160 -0.113
C -3.963 0.831 0.063 -0.062
C -3.604 -1.156 -1.338 -0.041
C -4.972 -1.238 -1.558 -0.103
C -5.837 -0.309 -0.968 -0.119
H -6.006 1.436 0.302 0.098
H -3.522 1.630 0.666 0.092
H -2.896 -1.874 -1.768 0.092
H -5.365 -2.034 -2.193 0.102
H -6.912 -0.378 -1.149 0.095
C 3.257 -0.214 0.575 -0.585
O 2.304 -0.517 -0.167 -0.361
C 3.152 0.405 1.921 -0.104
H 4.113 0.885 2.163 0.077
H 2.967 -0.365 2.689 0.052
H 2.363 1.164 1.970 0.043
C 4.644 -0.619 0.163 -0.063
H 5.268 0.277 0.056 0.072
H 4.645 -1.184 -0.771 0.068
H 5.093 -1.230 0.956 0.070
S 0.016 -1.423 1.807 0.618
C -0.205 -0.312 3.108 -0.742
N 0.543 -0.341 4.228 0.023
C 0.275 0.791 5.096 -0.134
C -0.881 1.494 4.397 -0.132
N -1.060 0.720 3.182 0.044
H 1.289 -1.014 4.358 0.139
H 1.163 1.428 5.165 0.122
H 0.007 0.456 6.101 0.119
H -0.641 2.531 4.148 0.121
H -1.788 1.483 5.011 0.121
H -1.706 0.955 2.434 0.131

***

Record 6
13
Properties=species:S:1:pos:R:3:lowdin_charge:R:1 method="wB97M-V/def2-TZVPD" charge=0 smiles="NN1N=CCC=P1" orbital_gap_ev=8.211 e_homo_ev=-7.95 total_energy_ha=-623.3743 e_above_lowest_kcal_mol=103.3
C 1.297 -0.054 -0.535 -0.218
C -0.848 -0.679 -1.428 -0.470
C 0.293 0.319 -1.602 -0.244
N 0.947 -0.117 0.668 -0.060
N -0.238 0.319 1.175 -0.300
N -0.624 0.058 2.479 -0.078
P -1.654 -0.859 0.050 0.965
H 2.364 0.021 -0.641 0.099
H -1.287 -1.113 -2.306 0.017
H -0.009 1.257 -1.321 0.068
H 0.632 0.320 -2.633 0.101
H -0.813 0.932 2.927 0.057
H -0.061 -0.402 3.168 0.064